Run a
Molecular formula: C20H38F4O4P
Method: DFT, ωB97M-V with the def2-TZVPD basis set

```
67
Properties=species:S:1:pos:R:3:mulliken_charge:R:1
C 2.954 -0.017 2.445 -1.4329
C 2.745 -0.044 0.937 0.5748
C 3.616 0.812 0.048 -1.3231
C 1.757 -0.812 0.438 -0.6293
C 0.324 -0.566 0.952 -0.0297
C -0.730 -1.145 -0.011 -1.6172
C -1.669 -2.218 0.600 0.7771
C -0.976 -3.607 0.566 -1.4121
C -2.250 -1.880 1.988 -1.1067
C -3.738 -1.391 1.963 -0.7523
P -3.861 0.427 2.047 -0.0886
C -3.429 1.293 0.433 0.5908
F -2.188 1.731 0.421 -0.2062
F -3.686 0.486 -0.579 -0.2439
C -4.330 2.535 0.281 0.5270
F -4.064 3.342 1.320 -0.2514
F -5.611 2.220 0.252 -0.2286
H 2.997 -1.040 2.806 0.2362
H 3.847 0.552 2.695 0.4859
H 2.116 0.467 2.965 0.2759
H 4.061 0.171 -0.720 0.3525
H 4.397 1.313 0.614 0.3969
H 2.961 1.549 -0.409 0.2936
H 1.974 -1.601 -0.277 0.2522
H 0.212 0.515 0.957 0.3322
H 0.269 -0.981 1.964 0.4354
H -1.339 -0.392 -0.507 0.3401
H -0.180 -1.644 -0.806 0.7132
H -2.521 -2.297 -0.082 0.4641
H -0.893 -4.057 1.554 0.3435
H -0.023 -3.551 0.054 0.2549
H -1.583 -4.293 -0.027 0.3060
H -1.665 -1.157 2.557 0.4096
H -2.284 -2.811 2.550 0.4709
H -4.299 -1.780 1.115 0.5053
H -4.192 -1.729 2.897 0.4947
H -5.204 0.743 2.317 0.2084
H -3.022 0.971 3.032 0.2370
H -4.014 3.075 -0.625 0.0465
O 2.413 -4.205 0.615 -0.5477
C 3.590 -4.369 0.811 0.8310
O 4.267 -3.444 1.513 -0.3601
C 5.622 -3.610 1.950 -0.4197
C 6.609 -3.228 0.866 -0.9948
C 4.329 -5.542 0.215 -1.1502
H 5.786 -4.620 2.328 0.3707
H 5.739 -2.938 2.800 0.3359
H 6.509 -3.866 -0.012 0.2793
H 7.632 -3.308 1.235 0.3849
H 6.432 -2.203 0.539 0.2784
H 4.577 -5.312 -0.821 0.2743
H 3.672 -6.408 0.241 0.3448
H 5.235 -5.816 0.750 0.3677
O -3.950 6.354 -6.023 -0.5276
C -3.433 6.112 -4.971 0.6977
O -2.349 5.300 -4.939 -0.3693
C -1.559 5.080 -3.774 -0.7332
C -2.154 3.996 -2.897 -0.5001
C -4.014 6.625 -3.672 -0.8507
H -1.394 6.012 -3.233 0.4188
H -0.584 4.755 -4.136 0.3346
H -3.146 4.274 -2.531 0.0405
H -1.509 3.801 -2.038 0.3371
H -2.273 3.073 -3.466 0.3399
H -4.833 5.973 -3.371 0.2073
H -4.399 7.626 -3.845 0.3124
H -3.294 6.699 -2.859 0.2954
```

Properties
HOMO-LUMO gap ... 6.1 eV
HOMO level ... -9.388 eV
LUMO ... -3.26 eV
Total charge ... +1
Molecular weight ... 449.5 g/mol

=====

Run b
Molecular formula: C20H38F4O4P
Method: DFT, ωB97M-V with the def2-TZVPD basis set

```
67
Properties=species:S:1:pos:R:3:mulliken_charge:R:1
C -2.239 0.311 3.537 -0.9744
C -1.306 -0.829 2.748 0.2648
C -0.218 -1.761 3.578 -0.8823
C -1.481 -0.931 1.243 -0.3392
C -1.016 0.433 0.398 -0.1124
C -0.698 0.144 -1.183 -0.9343
C -1.619 0.985 -2.247 0.5001
C -3.060 0.189 -2.487 -1.0342
C -1.794 2.579 -1.913 -0.7748
C -0.836 3.570 -2.846 -0.6134
P 0.745 4.101 -1.862 -0.0715
C 2.055 2.690 -1.735 0.5557
F 2.024 1.965 -0.432 -0.1924
F 1.941 1.769 -2.923 -0.2322
C 3.564 3.400 -1.810 0.5888
F 3.695 4.305 -0.608 -0.2531
F 3.803 4.134 -3.074 -0.2268
H -3.358 0.197 3.196 0.1776
H -2.099 0.224 4.705 0.3507
H -1.909 1.403 3.235 0.2075
H -0.479 -2.894 3.314 0.2710
H -0.283 -1.573 4.750 0.3023
H 0.850 -1.456 3.176 0.2074
H -1.926 -1.893 0.747 0.1606
H 0.021 0.751 0.897 0.1431
H -1.873 1.219 0.595 0.2638
H 0.424 0.277 -1.499 0.1817
H -0.947 -1.009 -1.366 0.5070
H -1.056 0.919 -3.297 0.2954
H -3.987 0.863 -2.248 0.2779
H -3.072 -0.852 -1.919 0.1857
H -3.150 -0.092 -3.642 0.2658
H -1.623 2.880 -0.795 0.2534
H -2.911 2.862 -2.223 0.3957
H -0.576 3.106 -3.889 0.4302
H -1.457 4.575 -2.994 0.4000
H 1.348 5.202 -2.624 0.2382
H 0.448 4.518 -0.497 0.2721
H 4.354 2.535 -1.642 -0.0490
O -4.697 -1.908 -0.286 -0.5574
C -5.325 -2.505 0.587 0.7848
O -5.149 -2.188 1.891 -0.3620
C -5.954 -2.696 2.971 -0.3748
C -5.452 -4.051 3.429 -0.9883
C -6.226 -3.650 0.233 -1.0858
H -7.014 -2.706 2.699 0.3533
H -5.853 -1.980 3.794 0.3183
H -5.516 -4.796 2.631 0.2734
H -6.034 -4.409 4.283 0.3832
H -4.398 -3.990 3.720 0.2837
H -5.624 -4.551 0.105 0.2668
H -6.733 -3.413 -0.708 0.3289
H -7.011 -3.836 0.962 0.3615
O 9.457 -1.144 -2.100 -0.5581
C 8.576 -0.651 -1.398 0.7067
O 7.518 -1.398 -1.006 -0.3602
C 6.530 -0.977 -0.048 -0.7017
C 5.453 -0.142 -0.712 -0.4791
C 8.611 0.804 -1.038 -0.8382
H 6.998 -0.468 0.800 0.4079
H 6.078 -1.891 0.353 0.3276
H 5.862 0.775 -1.145 0.0078
H 4.678 0.132 0.009 0.3483
H 4.991 -0.699 -1.534 0.3387
H 8.218 1.388 -1.872 0.2032
H 9.651 1.090 -0.851 0.3064
H 8.062 1.048 -0.130 0.2983
```

Properties
HOMO-LUMO gap ... 5.1 eV
HOMO level ... -9.148 eV
LUMO ... -4.04 eV
Total charge ... +1
Molecular weight ... 449.5 g/mol

=====

The data favor run a; the next most stable structure lies 719.9 kJ/mol above it.

=====

Run a
Molecular formula: C16H50N4O7
Method: DFT, ωB97M-V with the def2-TZVPD basis set

```
77
Properties=species:S:1:pos:R:3:mulliken_charge:R:1
C -4.077 -0.986 -2.082 -1.4884
C -2.771 -0.422 -1.407 0.4334
C -2.919 1.098 -0.986 0.1300
O -2.798 1.857 -2.113 -0.4145
C -3.025 3.251 -1.931 -0.6081
N -2.545 -1.188 -0.221 -0.4297
H -4.123 -2.067 -2.216 0.4546
H -4.164 -0.516 -3.062 0.3998
H -4.988 -0.693 -1.561 0.1889
H -1.944 -0.567 -2.102 0.2117
H -2.119 1.322 -0.281 0.3400
H -3.822 1.320 -0.417 -0.2877
H -2.013 3.607 -1.735 0.2662
H -3.700 3.487 -1.108 0.2137
H -3.398 3.653 -2.872 0.2520
H -2.849 -2.140 -0.363 0.2729
H -3.211 -1.019 0.519 -0.0049
C -6.096 2.857 1.243 -1.4428
C -6.593 1.416 1.425 0.9336
C -5.785 0.495 2.345 -1.0328
O -4.465 0.231 2.018 -0.2838
C -3.575 -0.024 3.125 -0.6986
N -8.018 1.597 1.808 -0.8022
H -6.284 3.434 2.148 0.4352
H -6.445 3.391 0.359 0.3750
H -5.008 2.813 1.294 0.2540
H -6.715 0.896 0.474 0.1399
H -6.298 -0.466 2.291 0.2683
H -5.887 0.781 3.392 0.4537
H -3.560 0.933 3.647 0.3731
H -2.584 -0.225 2.718 0.1097
H -3.881 -0.821 3.803 0.3450
H -8.429 2.196 1.107 0.2689
H -8.491 0.710 1.706 0.2673
C 5.270 -0.023 -2.721 -1.0171
C 4.807 -1.309 -3.393 0.5239
C 3.239 -1.582 -3.040 -0.7620
O 3.178 -1.912 -1.671 -0.3456
C 1.827 -2.134 -1.234 -0.9592
N 5.069 -1.142 -4.813 -0.7623
H 4.642 0.855 -2.872 0.3408
H 6.226 0.358 -3.079 0.4250
H 5.349 -0.127 -1.639 -0.0607
H 5.357 -2.173 -3.019 0.2330
H 2.739 -2.360 -3.616 0.3845
H 2.708 -0.657 -3.269 0.3182
H 1.392 -2.970 -1.782 0.5545
H 1.241 -1.226 -1.095 0.3327
H 1.985 -2.469 -0.209 0.2409
H 4.839 -1.993 -5.306 0.2648
H 6.070 -1.091 -4.939 0.2605
C 3.403 -0.405 2.811 -1.4778
C 4.114 0.412 1.738 0.2084
C 5.605 -0.032 1.611 -0.7191
O 6.218 0.788 0.683 -0.2975
C 7.451 0.365 0.228 -0.8397
N 3.405 0.279 0.406 -0.2511
H 2.356 -0.101 2.795 0.3925
H 3.918 -0.144 3.735 0.4581
H 3.415 -1.493 2.737 0.2958
H 4.060 1.463 2.020 0.3974
H 5.513 -1.058 1.255 0.2956
H 6.114 -0.076 2.574 0.5163
H 7.802 1.029 -0.562 0.2396
H 7.321 -0.625 -0.208 0.3505
H 8.196 0.287 1.020 0.3177
H 3.709 -0.566 -0.057 -0.0338
H 3.769 0.975 -0.229 0.2265
O -0.319 -3.459 2.982 -0.6624
H -0.354 -2.583 2.597 0.3976
H -0.983 -3.957 2.506 0.2513
O 0.805 1.222 1.189 -0.7691
H 0.635 1.383 0.261 0.2735
H 1.706 0.899 1.216 0.3819
O -0.384 -1.210 1.433 -0.4978
H -0.946 -1.246 0.659 0.3854
H 0.114 -0.399 1.331 0.2948
```

Properties
HOMO-LUMO gap ... 10.1 eV
HOMO level ... -9.473 eV
LUMO ... 0.64 eV
Molecular weight ... 410.6 g/mol
SMILES ... COC[C@H](C)N.COC[C@H](C)N.COC[C@H](C)N.COC[C@H](C)N.O.O.O

=====

Run b
Molecular formula: C16H50N4O7
Method: DFT, ωB97M-V with the def2-TZVPD basis set

```
77
Properties=species:S:1:pos:R:3:mulliken_charge:R:1
O -0.447 -3.888 0.458 -0.6465
H -0.640 -4.164 1.354 0.2962
H -0.082 -3.008 0.551 0.1815
O -0.204 -0.952 1.002 -0.5268
H 0.275 -0.930 1.830 0.2887
H -0.722 -0.147 1.002 -0.6626
O 0.921 -1.569 3.057 -0.4493
H 1.407 -1.376 3.858 0.2427
H 0.664 -2.486 3.147 0.2479
C 1.008 1.008 2.337 -0.9938
C 1.812 2.395 2.282 0.3401
C 3.014 2.499 3.185 -1.4764
O 3.886 1.396 3.053 -0.2478
C 5.174 1.495 3.678 -0.8388
N 2.116 2.669 0.957 -0.7919
H 0.688 1.058 3.377 0.5837
H 1.612 0.108 2.459 0.8041
H 0.209 0.869 1.608 0.3459
H 1.128 3.195 2.563 0.5307
H 2.480 2.431 4.133 0.4317
H 3.501 3.461 3.025 0.4874
H 5.707 0.654 3.233 0.2271
H 5.021 1.298 4.739 0.3187
H 5.711 2.435 3.554 0.3215
H 2.670 1.879 0.659 0.5165
H 1.295 2.348 0.463 0.7261
C -3.069 -2.771 -4.419 -1.8278
C -2.001 -2.941 -3.443 2.6997
C -2.523 -2.973 -1.995 -0.6442
O -2.855 -1.687 -1.626 -0.4914
C -2.486 -1.324 -0.266 -0.0476
N -1.337 -4.184 -3.749 -0.7210
H -3.468 -1.770 -4.256 0.3522
H -3.864 -3.516 -4.439 0.4052
H -2.582 -2.781 -5.394 0.4028
H -1.363 -2.058 -3.478 -1.3542
H -1.648 -3.432 -1.534 0.2474
H -3.423 -3.579 -1.886 0.4069
H -2.920 -1.884 0.562 0.2033
H -2.707 -0.280 -0.045 0.1050
H -1.412 -1.463 -0.141 0.2479
H -1.962 -4.959 -3.578 0.2827
H -1.025 -4.183 -4.710 0.3165
C 2.793 0.839 -1.911 -2.0659
C 1.544 0.936 -0.968 1.8638
C 0.430 0.024 -1.487 -0.6535
O 0.040 0.485 -2.806 -0.4019
C -0.565 -0.581 -3.487 -1.3174
N 2.022 0.575 0.331 -0.7858
H 3.269 -0.140 -1.840 0.4036
H 3.555 1.468 -1.451 0.5189
H 2.793 1.144 -2.957 0.2772
H 1.154 1.939 -0.800 -0.7846
H -0.403 -0.064 -0.791 -0.2886
H 0.827 -0.988 -1.567 0.9993
H -0.700 -0.351 -4.544 0.3674
H -1.443 -1.020 -3.012 0.4138
H 0.126 -1.417 -3.591 0.4286
H 3.028 0.485 0.318 0.4446
H 1.700 -0.322 0.666 0.2040
C -0.259 2.708 -0.280 -1.6163
C -1.634 1.929 -0.408 3.2062
C -2.152 1.588 1.017 -2.1589
O -1.384 0.567 1.640 0.4786
C -1.829 0.162 2.913 -1.0747
N -2.672 2.739 -0.987 -0.7174
H -0.415 3.560 0.382 0.3767
H 0.102 3.106 -1.229 0.4917
H 0.471 2.042 0.180 -0.6827
H -1.427 1.056 -1.026 -1.1793
H -3.230 1.436 1.073 0.1445
H -2.198 2.413 1.728 0.7419
H -2.781 -0.365 2.986 0.2326
H -1.918 1.055 3.531 0.3687
H -1.151 -0.488 3.466 0.2229
H -2.294 3.085 -1.858 0.3784
H -2.964 3.508 -0.402 0.3234
```

Properties
HOMO-LUMO gap ... 7.3 eV
HOMO level ... -7.332 eV
LUMO ... -0.03 eV
Molecular weight ... 410.6 g/mol

=====

The data favor run a; the next most stable structure lies 1260.8 kJ/mol above it.

=====

Run a
Molecular formula: C5H8N4O4S
Method: DFT, ωB97M-V with the def2-TZVPD basis set

```
22
Properties=species:S:1:pos:R:3:mulliken_charge:R:1
C -0.928 0.290 0.285 0.7945
C -0.483 0.664 1.572 -0.0115
C 1.219 -0.622 0.202 0.5498
C -2.230 0.477 -0.307 -1.3488
C -0.239 -0.844 -1.781 -1.0996
N 0.006 -0.461 -0.358 0.0256
N 1.968 -1.747 0.088 -0.5717
N -1.196 1.393 2.476 0.9926
N 2.367 0.648 -0.712 0.7608
O -2.368 1.703 2.235 -0.6756
O -0.685 1.577 3.603 -0.6297
O 1.857 1.615 -1.244 -0.5496
O 3.547 0.341 -0.767 -0.6188
S 1.131 0.052 1.881 -0.2047
H -2.378 1.249 -1.124 0.3059
H -2.870 0.892 0.517 0.3922
H -2.556 -0.371 -0.978 0.3079
H -1.293 -1.173 -2.025 0.3574
H 0.099 0.094 -2.411 0.3214
H 0.464 -1.641 -2.003 0.3799
H 2.969 -1.696 0.208 0.2691
H 1.599 -2.441 0.644 0.2531
```

Properties
HOMO-LUMO gap ... 7.5 eV
HOMO level ... -8.479 eV
LUMO ... -0.95 eV
Molecular weight ... 220.2 g/mol

=====

Run b
Molecular formula: C5H8N4O4S
Method: DFT, ωB97M-V with the def2-TZVPD basis set

```
22
Properties=species:S:1:pos:R:3:mulliken_charge:R:1
C 1.239 -0.509 -0.445 -0.0937
C 2.493 -0.287 0.012 0.7657
C 1.341 1.694 -0.564 0.3014
C 0.650 -1.838 -0.683 -1.6498
C -0.654 0.619 -1.368 -0.7051
N 0.541 0.593 -0.793 0.1569
N 0.429 0.467 2.168 -0.6519
N 3.650 -1.166 0.416 1.0331
N 1.057 3.062 -0.917 1.0980
O 3.522 -2.382 0.229 -0.6095
O -0.032 3.352 -1.363 -0.7383
O 4.561 -0.545 0.872 -0.5799
O 1.930 3.825 -0.626 -0.6881
S 2.861 1.414 0.055 -0.1204
H -0.214 -1.914 -0.060 0.4301
H 1.384 -2.697 -0.468 0.3134
H 0.246 -1.806 -1.771 0.3331
H 0.716 -0.522 2.254 0.2263
H -0.926 1.715 -1.410 0.3504
H -1.113 -0.290 -1.438 0.3584
H -0.616 0.346 2.342 0.2435
H 0.577 0.996 3.033 0.2264
```

Properties
HOMO-LUMO gap (spin up / spin down) ... 6.4 / 6.2 eV
HOMO level (spin up / spin down) ... -7.742 / -7.472 eV
LUMO (spin up / spin down) ... -1.35 / -1.32 eV
Molecular weight ... 220.2 g/mol

=====

Run c
Molecular formula: C5H8N4O4S
Method: DFT, ωB97M-V with the def2-TZVPD basis set

```
22
Properties=species:S:1:pos:R:3:mulliken_charge:R:1
C 1.938 1.467 -0.875 -0.2807
C -0.414 2.143 -0.748 -0.1072
C 2.159 0.139 -0.287 -0.1788
C 1.221 -0.804 -0.037 0.6880
C -1.632 -0.741 0.224 -1.0116
N 0.866 2.090 -1.180 -0.4472
N -0.833 2.498 0.406 -0.6793
N 1.270 -1.809 0.757 -0.3819
N 3.546 -0.172 -0.054 0.9738
O 4.349 0.326 -0.791 -0.5796
O 3.827 -0.967 0.844 -0.6859
O -0.318 -2.531 -1.346 -0.5771
O -0.511 -0.351 -2.272 -0.5719
S -0.393 -1.128 -1.067 1.0195
H 2.822 1.900 -1.308 0.4975
H -1.045 1.977 -1.604 0.5174
H -0.153 2.604 1.101 0.2338
H -2.556 -0.996 -0.301 0.3567
H -1.466 -1.557 0.938 0.3199
H -1.876 0.226 0.487 0.4212
H 2.065 -1.820 1.398 0.2666
H 0.483 -2.453 0.968 0.2068
```

Properties
HOMO-LUMO gap (spin up / spin down) ... 8.5 / 8.5 eV
HOMO level (spin up / spin down) ... -9.273 / -9.274 eV
LUMO (spin up / spin down) ... -0.76 / -0.76 eV
Molecular weight ... 220.2 g/mol
SMILES ... [H]\N=C/N=C\C(=C(\N)S(C)(=O)=O)[N+](=O)[O-]

=====

The data favor run c; the next most stable structure lies 86.4 kJ/mol above it.